No. 1
ORCA calculation (the ωB97M-V functional and the def2-TZVPD basis) on a molecular structure, C14H32F6KNO16S6 at a distorted geometry.

Properties
Total energy, hartree: -5399.27830
Strongest force on any atom, eV Å⁻¹: 4.31
HOMO energy, eV: -8.562
Frontier orbital gap, hartree: 0.2566

The geometry in ORCA input format:
```
! wB97M-V def2-TZVPD RIJCOSX def2/J DEFGRID3
* xyz 0 1
K 18.435 -21.712 -6.783
C 14.607 -18.487 -6.063
F 15.239 -19.051 -7.069
F 15.557 -17.921 -5.272
F 13.884 -17.507 -6.544
S 13.488 -19.792 -5.169
O 13.055 -19.036 -3.984
O 12.420 -20.249 -6.072
N 14.633 -21.021 -4.975
S 14.145 -21.843 -3.801
O 14.404 -21.284 -2.493
O 12.808 -22.349 -4.107
C 15.279 -23.372 -4.007
F 15.092 -23.951 -5.251
F 16.623 -22.955 -3.882
F 15.147 -24.358 -3.134
O 20.869 -15.592 -2.314
S 21.538 -16.159 -3.502
O 20.881 -17.123 -4.432
O 22.241 -14.912 -4.371
C 22.851 -13.860 -3.601
C 23.539 -12.877 -4.561
C 23.102 -16.854 -2.923
H 23.495 -14.200 -2.790
H 22.091 -13.224 -3.148
H 22.777 -12.289 -5.074
H 24.103 -13.451 -5.296
H 24.330 -12.296 -4.089
H 23.487 -16.164 -2.172
H 23.797 -17.242 -3.668
H 22.907 -17.811 -2.438
O 20.850 -16.551 -12.035
S 21.248 -16.966 -10.709
O 20.557 -18.102 -10.104
O 22.833 -17.344 -10.738
C 23.753 -16.574 -11.514
C 25.222 -17.007 -11.185
C 21.279 -15.539 -9.574
H 23.638 -15.507 -11.323
H 23.540 -16.783 -12.562
H 25.498 -16.707 -10.174
H 25.954 -16.721 -11.941
H 25.318 -18.093 -11.212
H 21.744 -14.732 -10.140
H 21.882 -15.808 -8.707
H 20.294 -15.402 -9.128
O 24.633 -23.484 -2.933
S 23.261 -23.532 -3.437
O 22.111 -23.292 -2.514
O 23.054 -22.499 -4.730
C 24.105 -22.565 -5.731
C 23.678 -21.549 -6.838
C 22.963 -25.126 -4.263
H 24.174 -23.604 -6.056
H 25.061 -22.298 -5.281
H 23.514 -20.592 -6.342
H 22.671 -21.755 -7.201
H 24.458 -21.455 -7.594
H 22.997 -25.858 -3.456
H 23.827 -25.481 -4.826
H 21.971 -24.956 -4.680
O 14.695 -23.810 -12.564
S 15.589 -22.664 -12.528
O 16.664 -22.602 -11.481
O 16.181 -22.331 -14.040
C 15.318 -22.515 -15.123
C 16.253 -22.253 -16.359
C 14.522 -21.116 -12.407
H 14.459 -21.872 -14.935
H 14.931 -23.533 -15.151
H 17.123 -22.910 -16.383
H 16.687 -21.258 -16.261
H 15.674 -22.277 -17.282
H 14.251 -20.927 -11.368
H 13.620 -21.258 -13.003
H 15.152 -20.362 -12.879
*
```

---

No. 2
ORCA calculation (the ωB97M-V functional and the def2-TZVPD basis) on 2 unconnected molecules or ions with the total composition C3H10NO2 at a distorted geometry.

Properties
Energy above the lowest of the compared OMol25 structures with the same formula, charge and spin, kcal/mol: 48.9
Total energy, hartree: -325.47682
Strongest force on any atom, eV Å⁻¹: 4.93
HOMO energy, eV: -2.494
Frontier orbital gap, hartree: 0.2374

The geometry in ORCA input format:
```
! wB97M-V def2-TZVPD RIJCOSX def2/J DEFGRID3
* xyz -1 1
C -0.595 0.068 1.642
N 0.226 0.107 0.381
C -0.547 -0.326 -0.784
C -0.111 -1.767 -1.029
O -0.428 -2.452 0.104
H 0.181 0.628 2.360
H -0.657 -0.948 1.840
H -1.546 0.587 1.415
H 0.961 -0.670 0.469
H -0.047 0.191 -1.693
H -1.585 -0.064 -0.849
H 0.965 -1.869 -1.325
H -0.724 -2.065 -1.946
H 0.829 3.517 -0.090
H 1.414 2.073 -0.231
O 1.664 2.991 -0.263
*
```

---

No. 3
ORCA calculation (the ωB97M-V functional and the def2-TZVPD basis) on 2 unconnected molecules or ions with the total composition C2H7S2 at a distorted geometry.

Properties
Energy above the lowest of the compared OMol25 structures with the same formula, charge and spin, kcal/mol: 16.4
Total energy, hartree: -876.78390
Strongest force on any atom, eV Å⁻¹: 2.67
HOMO energy, eV: -2.500
Frontier orbital gap, hartree: 0.2091

The geometry in ORCA input format:
```
! wB97M-V def2-TZVPD RIJCOSX def2/J DEFGRID3
* xyz -1 1
S 0.131 2.733 -3.042
H 1.194 1.869 -2.866
C 0.606 -0.420 0.132
C -0.302 -1.112 1.149
S -1.646 0.120 1.702
H -0.075 -0.091 -0.664
H 1.149 0.456 0.480
H 1.296 -1.128 -0.336
H 0.231 -1.266 2.091
H -0.954 -1.927 0.885
H -1.629 0.766 0.468
*
```

---

No. 4
ORCA calculation (the ωB97M-V functional and the def2-TZVPD basis) on a single FHIN molecule at a distorted geometry.

Properties
SMILES: FNI
Energy above the lowest of the compared OMol25 structures with the same formula, charge and spin, kcal/mol: 9.6
Total energy, hartree: -452.78717
Strongest force on any atom, eV Å⁻¹: 2.84
HOMO energy (alpha / beta), eV: -10.042 / -10.053
Frontier orbital gap (alpha / beta), hartree: 0.2913 / 0.2936

The geometry in ORCA input format:
```
! wB97M-V def2-TZVPD RIJCOSX def2/J DEFGRID3
* xyz 0 1
N -0.328 -0.633 0.607
F -0.127 -1.752 -0.152
I -2.630 0.021 -0.007
H 0.042 0.099 -0.037
*
```

---

No. 5
ORCA calculation (the ωB97M-V functional and the def2-TZVPD basis) on a gas-phase ion, C6H12N2 (charge +2) at a distorted geometry.

Properties
SMILES: CC/[NH+]=C1/[C@@H]2C[N@+]12C
Energy above the lowest of the compared OMol25 structures with the same formula, charge and spin, kcal/mol: 102.8
Total energy, hartree: -344.48564
Strongest force on any atom, eV Å⁻¹: 6.04
HOMO energy, eV: -19.801
Frontier orbital gap, hartree: 0.3646

The geometry in ORCA input format:
```
! wB97M-V def2-TZVPD RIJCOSX def2/J DEFGRID3
* xyz 2 1
C -0.555 -0.936 -0.135
C -2.343 -1.290 0.959
C -1.217 -2.044 0.435
C 2.379 0.716 -1.744
C -0.743 0.297 2.194
C 1.016 0.920 -1.063
N 0.342 -0.407 -1.036
N -1.118 -0.514 1.073
H -3.189 -1.009 0.313
H -2.753 -1.630 1.861
H -0.840 -2.961 0.948
H 3.032 0.113 -1.205
H 2.167 0.085 -2.663
H 3.031 1.565 -1.849
H -1.172 1.330 1.882
H -1.193 0.065 3.223
H 0.316 0.458 2.171
H 0.451 1.551 -1.645
H 1.198 1.380 -0.161
H 0.790 -1.201 -1.617
*
```

---

Please write out number 4 again, unchanged.
ORCA calculation (the ωB97M-V functional and the def2-TZVPD basis) on a single FHIN molecule at a distorted geometry.

Properties
SMILES: FNI
Energy above the lowest of the compared OMol25 structures with the same formula, charge and spin, kcal/mol: 9.6
Total energy, hartree: -452.78717
Strongest force on any atom, eV Å⁻¹: 2.84
HOMO energy (alpha / beta), eV: -10.042 / -10.053
Frontier orbital gap (alpha / beta), hartree: 0.2913 / 0.2936

The geometry in ORCA input format:
```
! wB97M-V def2-TZVPD RIJCOSX def2/J DEFGRID3
* xyz 0 1
N -0.328 -0.633 0.607
F -0.127 -1.752 -0.152
I -2.630 0.021 -0.007
H 0.042 0.099 -0.037
*
```

---

Question: The lowest strongest force on any atom belongs to which entry?
Answer: C2H7S2

---

Question: Which formula does entry 2 have?
Answer: C3H10NO2

---

Copy entry 2 word for word.
ORCA calculation (the ωB97M-V functional and the def2-TZVPD basis) on 2 unconnected molecules or ions with the total composition C3H10NO2 at a distorted geometry.

Properties
Energy above the lowest of the compared OMol25 structures with the same formula, charge and spin, kcal/mol: 48.9
Total energy, hartree: -325.47682
Strongest force on any atom, eV Å⁻¹: 4.93
HOMO energy, eV: -2.494
Frontier orbital gap, hartree: 0.2374

The geometry in ORCA input format:
```
! wB97M-V def2-TZVPD RIJCOSX def2/J DEFGRID3
* xyz -1 1
C -0.595 0.068 1.642
N 0.226 0.107 0.381
C -0.547 -0.326 -0.784
C -0.111 -1.767 -1.029
O -0.428 -2.452 0.104
H 0.181 0.628 2.360
H -0.657 -0.948 1.840
H -1.546 0.587 1.415
H 0.961 -0.670 0.469
H -0.047 0.191 -1.693
H -1.585 -0.064 -0.849
H 0.965 -1.869 -1.325
H -0.724 -2.065 -1.946
H 0.829 3.517 -0.090
H 1.414 2.073 -0.231
O 1.664 2.991 -0.263
*
```